27
Properties=species:S:1:pos:R:3:nbo_charge:R:1 method="wB97M-V/def2-TZVPD" charge=0 e_homo_ev=-8.817
C 1.93 -0.65 -0.21 0.4355
C 1.24 -1.24 -1.40 -0.6670
C 0.81 -1.09 1.30 -0.8172
C 2.00 0.84 -0.17 -0.6710
O 3.12 -1.31 0.01 -0.7021
H 3.57 -0.93 0.78 0.4748
H 0.97 1.21 -0.08 0.2345
H 2.60 1.19 0.67 0.2074
H 1.32 -2.33 -1.40 0.2283
H 1.68 -0.86 -2.33 0.2086
H 0.18 -0.99 -1.38 0.2396
H -0.13 -1.17 1.85 0.2502
H 1.49 -0.77 2.10 0.1847
H 1.01 -2.15 1.20 0.2165
H 2.42 1.24 -1.10 0.2121
C -1.58 0.45 0.11 0.0521
C -1.69 1.20 -1.20 -0.6491
C -2.42 1.11 1.19 -0.6423
O -1.99 -0.91 -0.07 -0.7513
H -2.93 -0.95 -0.27 0.4572
H -0.40 0.10 0.68 0.2485
H -2.23 2.18 1.26 0.2110
H -1.52 2.27 -1.10 0.2115
H -0.99 0.81 -1.94 0.2155
H -2.70 1.09 -1.62 0.2044
H -3.49 1.02 0.95 0.1941
H -2.26 0.64 2.16 0.2136


34
Properties=species:S:1:pos:R:3:nbo_charge:R:1 method="wB97M-V/def2-TZVPD" charge=-2 e_homo_ev="1.438 / 1.430" multiplicity=2
O 1.60 -0.29 1.15 -0.8636
V 1.62 -1.18 -0.14 1.3679
O 0.27 -1.98 -0.29 -0.8827
C 3.60 -1.45 -2.06 0.8916
O 4.66 -1.94 -2.46 -0.9172
O 2.52 -1.95 -2.29 -0.8381
O 3.87 -0.76 -1.06 -0.8834
O 2.77 -2.98 0.72 -0.8872
H 2.48 -3.66 1.32 0.4643
H 3.59 -3.32 0.36 0.4996
C 1.58 2.35 -2.51 -0.6301
C 1.00 1.94 -1.23 0.0587
C -0.30 2.62 -0.96 -0.6311
O 0.69 0.57 -1.39 -0.6683
H 1.20 1.77 -3.35 0.2066
H 2.63 2.10 -2.58 0.2443
H 1.54 3.44 -2.60 0.1751
H 1.82 2.04 -0.51 0.2272
H -0.12 3.45 -0.28 0.1950
H -1.04 2.01 -0.44 0.2289
H -0.73 2.98 -1.89 0.1832
H 0.09 0.53 -2.14 0.4662
C -1.95 -0.70 2.85 -0.6355
C -3.19 -0.19 2.21 0.0900
C -3.25 -0.63 0.76 -0.6502
O -4.29 -0.82 2.87 -0.7430
H -1.15 -0.16 2.36 0.2566
H -1.97 -1.78 2.70 0.2154
H -1.70 -0.52 3.89 0.1878
H -3.22 0.89 2.29 0.1420
H -2.37 -1.04 0.27 0.2821
H -3.65 0.25 0.25 0.1878
H -4.04 -1.36 0.58 0.2089
H -4.53 -0.24 3.60 0.4510


27
Properties=species:S:1:pos:R:3:nbo_charge:R:1 method="wB97M-V/def2-TZVPD" charge=0 e_homo_ev=-9.178
O 0.90 -2.11 -1.51 -0.7203
C 1.07 -0.88 2.40 -0.5996
C 0.16 1.45 -2.61 -0.6112
C -2.30 -0.10 1.37 -0.6094
C -0.31 -1.57 -1.02 -0.5101
C 1.46 -0.33 1.05 -0.8647
C 0.97 1.29 -1.32 -0.8633
C -1.32 0.93 0.84 -0.8361
Si 0.09 0.06 -0.19 1.5927
H 1.34 -1.48 -2.14 0.4679
H 1.94 -0.94 3.07 0.2027
H 0.62 -1.87 2.33 0.1999
H 0.37 -0.23 2.89 0.1941
H 0.67 2.12 -3.28 0.2092
H 0.06 0.46 -3.07 0.1910
H -0.80 1.93 -2.38 0.2073
H -2.52 -0.83 0.59 0.1966
H -3.23 0.30 1.77 0.2086
H -1.84 -0.67 2.18 0.2068
H -0.99 -1.24 -1.81 0.1775
H -0.78 -2.24 -0.30 0.2148
H 2.14 -1.00 0.54 0.2307
H 1.94 0.64 1.14 0.2110
H 1.04 2.23 -0.76 0.2329
H 1.99 0.95 -1.52 0.2246
H -0.82 1.57 1.59 0.2295
H -1.84 1.59 0.15 0.2169


32
Properties=species:S:1:pos:R:3:nbo_charge:R:1 method="wB97M-V/def2-TZVPD" charge=-1 e_homo_ev=-4.514
B 2.29 -1.74 1.43 -0.4193
C 1.25 -1.12 0.27 -0.6355
C -0.33 -1.25 0.68 -0.2317
N -1.05 0.06 0.90 -0.5706
C -2.30 -0.20 1.78 -0.2268
C -3.36 -1.14 0.91 -0.6488
C -0.24 1.05 1.71 0.7426
C 0.32 2.38 0.87 -0.7478
O 0.08 0.92 3.01 -0.5857
H 2.07 -2.87 1.69 -0.0703
H 3.37 -1.69 0.92 -0.0661
H 2.33 -1.03 2.36 -0.0510
H 1.40 -1.83 -0.68 0.1724
H 1.59 -0.06 -0.08 0.1941
H -0.89 -1.78 -0.23 0.1649
H -0.46 -1.97 1.61 0.1914
H -2.00 -0.71 2.81 0.2074
H -2.81 0.84 2.05 0.1945
H -3.32 -0.86 -0.24 0.2143
H -4.47 -1.01 1.29 0.2040
H -3.01 -2.28 0.99 0.2175
H 1.44 2.57 1.15 0.2407
H 0.29 2.17 -0.29 0.2776
H -0.39 3.32 1.08 0.2168
C 0.96 1.43 -2.94 0.7720
O 0.82 2.40 -2.20 -0.6783
N 0.41 0.24 -2.68 -0.8311
N 1.69 1.48 -4.07 -0.8471
H 0.52 -0.57 -3.28 0.3837
H -0.15 0.15 -1.84 0.4322
H 2.13 2.37 -4.30 0.4013
H 1.82 0.70 -4.69 0.3828


38
Properties=species:S:1:pos:R:3:nbo_charge:R:1 method="wB97M-V/def2-TZVPD" charge=+4 e_homo_ev=-14.291
Ba -1.79 7.53 3.16 1.5341
Ba 3.81 3.01 2.91 1.7347
Ba -0.56 4.19 8.33 1.4054
O -0.61 3.11 3.70 -1.3763
H -0.97 2.50 3.03 0.4249
C 2.08 -2.37 -2.50 0.2023
O 2.76 -3.07 -3.64 -0.3644
O 2.98 -1.55 -1.82 -0.3612
C 0.68 -1.78 -2.83 0.9595
F -0.12 -1.68 -1.78 -0.2988
F 0.80 -0.63 -3.52 -0.2948
F -0.08 -2.59 -3.54 -0.3016
C 2.08 -3.72 -4.72 -0.0833
C 3.28 -4.56 -5.42 -0.6625
H 3.16 -4.80 -6.47 0.2484
H 4.21 -4.05 -5.64 0.2443
H 3.47 -5.54 -4.97 0.2338
H 1.68 -2.93 -5.35 0.2184
H 1.30 -4.35 -4.27 0.2147
H 1.89 -3.31 -1.99 0.3188
C -1.05 5.40 -2.33 -0.2530
O -1.97 5.01 -1.33 -0.7427
H 0.00 5.28 -2.05 0.1444
H -1.27 4.89 -3.27 0.1979
H -1.15 6.47 -2.47 0.1841
H -1.96 4.05 -1.27 0.4724
C 1.54 -2.47 5.47 -0.2531
O 2.69 -1.62 5.54 -0.7600
H 1.08 -2.69 6.44 0.1771
H 0.87 -1.89 4.84 0.1713
H 1.73 -3.44 5.00 0.1889
H 3.40 -2.09 5.98 0.4769
C -5.65 1.41 2.50 -0.2570
O -6.30 2.01 3.65 -0.7027
H -6.05 0.41 2.33 0.2040
H -5.64 1.89 1.53 0.1665
H -4.61 1.30 2.78 0.1441
H -5.71 2.69 3.99 0.4446


40
Properties=species:S:1:pos:R:3:nbo_charge:R:1 method="wB97M-V/def2-TZVPD" charge=-2 e_homo_ev=-2.629
Pd 0.63 0.66 2.62 0.5844
O -1.10 -5.30 0.85 -0.8732
Cl -1.75 -4.11 0.34 2.5530
O -3.18 -4.21 0.55 -0.8802
O -1.47 -3.96 -1.07 -0.8767
O -1.25 -2.95 1.05 -0.9110
N -1.16 -0.40 2.67 -0.9996
H -1.11 -1.28 2.16 0.4359
H -1.88 0.17 2.24 0.3956
H -1.43 -0.62 3.62 0.3899
Cl 2.68 1.77 2.64 -0.6338
I 0.26 -1.38 5.61 -0.1077
C 1.49 -0.55 4.00 -0.7125
H 1.93 -1.44 3.55 0.1862
H 2.25 0.00 4.56 0.1992
C -1.79 -0.45 -1.21 -0.6303
C -1.53 0.79 -2.04 0.1273
C -2.64 1.82 -1.90 -0.6514
O -0.21 1.29 -1.74 -0.8689
P 0.24 2.48 -0.75 1.7182
S -0.16 4.25 -1.49 -0.7199
S -0.49 2.23 1.12 -0.6790
O 1.81 2.24 -0.77 -0.8475
C 2.60 1.08 -1.08 0.1257
C 2.86 1.06 -2.57 -0.6270
C 2.06 -0.25 -0.57 -0.6429
H -2.75 -0.90 -1.47 0.2071
H -1.80 -0.18 -0.15 0.2152
H -1.02 -1.21 -1.35 0.2352
H -1.45 0.50 -3.09 0.1660
H -2.75 2.14 -0.87 0.2296
H -3.58 1.35 -2.23 0.1954
H -2.45 2.70 -2.51 0.2300
H 3.53 1.28 -0.54 0.1906
H 1.94 0.84 -3.11 0.2181
H 3.60 0.28 -2.82 0.1905
H 3.24 2.02 -2.91 0.2083
H 1.13 -0.52 -1.07 0.2251
H 1.89 -0.21 0.50 0.2368
H 2.80 -1.02 -0.78 0.1986


36
Properties=species:S:1:pos:R:3:nbo_charge:R:1 method="wB97M-V/def2-TZVPD" charge=0 e_homo_ev="-7.442 / -7.558" multiplicity=7
Mn 16.35 26.09 26.47 1.3981
P 18.54 25.42 26.87 2.3788
O 18.13 26.89 26.87 -0.7936
O 20.06 25.69 27.17 -1.0330
O 17.97 25.10 25.50 -1.1539
O 17.52 25.03 27.89 -1.0521
C 15.92 28.85 24.69 -0.2354
O 15.84 28.27 25.96 -0.5586
C 14.77 28.77 26.66 -0.0598
C 14.72 28.04 28.08 -0.2313
N 14.95 26.61 28.01 -0.6692
C 13.72 25.92 27.60 -0.2381
C 13.92 24.36 27.69 -0.0549
O 14.98 24.14 26.80 -0.5691
C 15.24 22.73 26.62 -0.2466
H 14.93 28.79 24.25 0.1635
H 16.60 28.32 24.03 0.2102
H 16.19 29.91 24.73 0.1870
H 13.82 28.68 26.12 0.1621
H 14.93 29.83 26.88 0.1871
H 13.75 28.23 28.56 0.1883
H 15.57 28.49 28.58 0.2280
H 15.21 26.24 28.91 0.4035
H 13.36 26.27 26.63 0.1988
H 12.86 26.11 28.24 0.1861
H 12.98 23.92 27.34 0.1782
H 14.11 24.02 28.71 0.1863
H 15.95 22.56 25.81 0.2174
H 14.31 22.25 26.35 0.1653
H 15.65 22.24 27.50 0.1953
C 14.20 25.39 23.93 -0.2531
O 15.41 25.87 24.55 -0.7561
H 13.61 24.69 24.53 0.1863
H 13.63 26.29 23.69 0.1792
H 14.35 24.79 23.04 0.1950
H 16.09 25.62 23.93 0.5105


29
Properties=species:S:1:pos:R:3:nbo_charge:R:1 method="wB97M-V/def2-TZVPD" charge=+2 e_homo_ev="-16.978 / -16.222"
C -1.06 0.62 0.14 0.5561
C 1.54 0.11 -1.96 -0.7304
C 1.93 1.68 0.03 -0.7231
C -3.45 0.06 0.28 -0.4622
C -1.94 -1.42 -0.81 -0.4202
C 1.43 -1.15 1.60 -0.4091
C 1.61 0.38 -0.55 0.4097
N -2.08 -0.19 -0.09 -0.4043
N -0.92 1.60 1.04 -0.8108
N 2.03 -0.83 0.20 -0.5966
H 2.65 0.06 -2.33 0.2746
H 1.15 -0.85 -2.21 0.2478
H 1.13 0.84 -2.60 0.2896
H 1.84 1.70 1.10 0.2477
H 1.30 2.52 -0.34 0.2711
H 2.88 1.84 -0.34 0.2743
H -3.84 1.09 -0.06 0.2552
H -4.17 -0.69 -0.11 0.2689
H -3.49 0.10 1.47 0.2310
H -2.07 -2.36 -0.27 0.2437
H -2.61 -1.57 -1.75 0.2625
H -0.88 -1.42 -1.14 0.1936
H 2.00 -2.04 2.13 0.2766
H 1.64 -0.38 2.21 0.2260
H 0.37 -1.47 1.53 0.2455
H -0.39 2.45 0.92 0.4351
H -1.63 1.77 1.76 0.4292
H 2.99 -0.81 0.62 0.4624
H 2.06 -1.63 -0.46 0.4561